--- one ---
C6H15N2 | ωB97M-V/def2-TZVPD

Last column: natural (NBO) charge in e.
CARTESIAN COORDINATES (ANGSTROEM)
C 1.83 1.34 -0.76  -0.64
C -2.36 0.95 1.01  -0.60
C 0.80 -2.00 0.82  -0.69
C 1.63 -0.19 -0.76  -0.51
C -1.92 0.71 -0.47  -0.28
C 0.68 -0.61 0.36  0.20
N -1.58 -1.48 -1.16  -0.18
N -1.13 -0.50 -0.58  0.00
H 1.45 1.91 0.04  0.22
H 2.88 1.64 -0.86  0.25
H 1.35 1.83 -1.71  0.23
H -2.73 0.11 1.36  0.21
H -1.52 1.43 1.70  0.21
H -3.04 1.79 1.13  0.26
H -0.09 -2.40 0.87  0.23
H 1.36 -1.84 1.73  0.28
H 1.38 -2.46 0.04  0.22
H 2.47 -0.78 -0.48  0.26
H 1.58 -0.74 -1.75  0.28
H -1.19 1.44 -0.71  0.24
H -2.90 0.51 -1.12  0.25
H 0.28 -0.04 1.20  0.23
H -0.84 -2.19 -1.01  0.33

Values from the calculation:
Total charge   +1
LUMO level   -4.31 eV
HOMO energy   -14.78 eV
2S+1   1
Orbital gap   10.5 eV


--- two ---
C6H15N2 | ωB97M-V/def2-TZVPD

Last column: natural (NBO) charge in e.
CARTESIAN COORDINATES (ANGSTROEM)
C -2.60 -0.29 -1.24  -0.07
C -2.90 -0.48 -2.56  -0.38
C -1.35 -2.20 -0.69  0.02
N -1.51 -0.94 -0.61  -0.51
H -3.07 0.46 -0.65  0.22
H -2.25 -1.10 -3.17  0.21
H -3.76 0.01 -2.99  0.23
H -0.50 -2.79 -0.30  0.19
H -2.02 -2.91 -1.27  0.19
C 1.21 0.47 1.04  -0.20
C 2.53 1.21 1.28  -0.42
C 2.96 1.18 2.74  -0.61
N 0.67 0.67 -0.35  -0.70
H 1.31 -0.62 1.14  0.22
H 0.43 0.89 1.64  0.22
H 2.42 2.22 0.93  0.21
H 3.31 0.82 0.60  0.21
H 2.15 1.52 3.37  0.21
H 3.20 0.15 3.09  0.22
H 3.83 1.83 2.93  0.24
H 0.50 1.67 -0.48  0.43
H 1.35 0.41 -1.07  0.42
H -0.18 0.07 -0.53  0.46

Values from the calculation:
Total charge   +1
LUMO level   -3.10 eV
HOMO energy   -13.17 eV
2S+1   1
Orbital gap   10.1 eV


--- three ---
C6H15N2 | ωB97M-V/def2-TZVPD

Last column: natural (NBO) charge in e.
CARTESIAN COORDINATES (ANGSTROEM)
C -2.14 -1.77 -0.58  -0.07
C -3.29 -1.97 -1.20  -0.38
C -1.01 -0.44 -2.07  0.01
N -1.32 -0.63 -0.85  -0.50
H -1.83 -2.31 0.31  0.21
H -3.72 -1.18 -1.80  0.21
H -3.88 -2.86 -1.06  0.23
H -0.40 0.40 -2.35  0.18
H -1.27 -1.16 -2.85  0.19
C 1.53 1.69 -0.28  -0.64
C 1.39 0.51 0.67  -0.04
C 2.45 0.50 1.76  -0.63
N 0.01 0.56 1.29  -0.71
H 0.61 1.89 -0.82  0.22
H 1.82 2.60 0.25  0.23
H 2.29 1.48 -1.03  0.25
H 1.43 -0.46 0.18  0.22
H 2.64 1.51 2.14  0.22
H 3.39 0.19 1.31  0.25
H 2.20 -0.14 2.60  0.22
H -0.71 0.28 0.57  0.48
H -0.03 -0.12 2.06  0.42
H -0.17 1.45 1.75  0.43

Values from the calculation:
Total charge   +1
LUMO level   -2.91 eV
HOMO energy   -13.14 eV
2S+1   1
Orbital gap   10.2 eV


--- four ---
C6H15N2 | ωB97M-V/def2-TZVPD

Last column: natural (NBO) charge in e.
CARTESIAN COORDINATES (ANGSTROEM)
C -0.29 -2.95 2.16  -0.64
C -0.25 -1.47 1.89  -0.22
C 0.82 -0.68 1.88  -0.05
N 0.74 0.74 1.75  -0.87
H 0.70 -3.39 2.31  0.23
H -0.88 -3.14 3.06  0.24
H -0.75 -3.49 1.34  0.22
H -1.21 -1.01 1.65  0.18
H 1.82 -1.08 1.97  0.21
H 1.65 1.18 1.77  0.40
H 0.16 1.14 2.47  0.40
C 1.09 1.60 -2.29  -0.67
C -0.33 1.28 -2.01  0.14
C -1.41 1.50 -2.74  -0.35
N -0.56 0.53 -0.74  -0.73
H 1.14 2.10 -3.26  0.26
H 1.53 2.26 -1.55  0.24
H 1.70 0.70 -2.37  0.24
H -2.35 1.08 -2.41  0.21
H -1.43 2.10 -3.64  0.25
H 0.09 0.82 0.06  0.47
H -0.44 -0.47 -0.87  0.44
H -1.52 0.66 -0.42  0.43

Values from the calculation:
Total charge   +1
LUMO level   -2.96 eV
HOMO energy   -12.61 eV
2S+1   1
Orbital gap   9.7 eV


Which of them is the most stable, and which is the least stable? four and one, in that order.